{"formula": "C6H11N2", "method": "ωB97M-V/def2-TZVPD", "e_lumo_ev": -7.9, "energy_ev": -9369.2707, "e_homo_ev": -12.31, "e_above_lowest_kcal_mol": 126.0, "total_charge": 1, "homo_lumo_gap_ha": 0.1604, "symbols": ["C", "C", "C", "N", "H", "H", "H", "H", "H", "C", "C", "C", "N", "H", "H", "H", "H", "H", "H"], "positions_angstrom": [[-0.0875, 2.4531, -0.7025], [-0.7915, 2.6900, -1.8619], [0.1405, 0.1200, -0.9393], [0.2514, 1.2784, -0.1760], [0.1838, 3.3250, -0.1174], [-1.1159, 1.8932, -2.5152], [-1.0630, 3.7194, -2.0533], [1.0779, -0.4569, -1.0065], [-0.0710, 0.2834, -2.0050], [0.4499, -2.1857, 1.1763], [1.5570, -2.0911, 1.9275], [-0.9104, -0.8746, -0.3090], [-0.5337, -1.2168, 1.0429], [0.2025, -3.1335, 0.7076], [1.7482, -1.1933, 2.5032], [2.2071, -2.9431, 2.0325], [-1.9031, -0.4246, -0.2948], [-0.9405, -1.7601, -0.9410], [-0.2857, -0.3730, 1.5358]], "forces_ev_per_a": [[0.262, 0.643, 0.057], [0.287, -0.306, 0.486], [0.287, 0.420, -1.456], [-0.096, -0.624, -0.666], [-0.101, -0.111, 0.242], [-0.174, 0.156, -0.131], [-0.126, -0.073, -0.282], [0.082, 0.044, 0.968], [-0.387, 0.070, 0.197], [0.391, -0.923, 0.428], [-0.787, 0.288, -0.164], [-0.378, -0.654, 1.534], [0.311, 0.579, -1.201], [0.082, 0.117, -0.237], [0.202, -0.026, -0.016], [0.124, 0.011, 0.006], [0.110, 0.287, -0.218], [0.107, 0.001, -0.048], [-0.197, 0.100, 0.500]], "mulliken_charge": [0.201, -0.492, -0.297, -0.210, 0.392, 0.271, 0.279, 0.355, 0.279, 0.106, -0.743, -0.723, -0.248, 0.299, 0.233, 0.281, 0.298, 0.412, 0.309]}